Formula: C5H13N2
Source: OMol25
Level of theory: wB97M-V/def2-TZVPD

- Expectation value of S²: 0.754
- LUMO (alpha / beta): 0.98 / 0.85 eV
- Relative energy (zero: lowest compared OMol25 entry of this formula, charge and spin): 3.546 eV
- E_HOMO (alpha / beta): -3.264 / -7.742 eV
- Largest force on an atom: 4.200 eV Å⁻¹
- Spin multiplicity: 2

Each atom is followed by the atoms it is bonded to, with distances in Å.
Cartesian coordinates (Å):
1 C -0.7925 1.6623 1.0132  C2 1.514, N7 1.540, H8 1.081, H9 1.064
2 C -1.3230 1.3263 -0.3645  C1 1.514, C3 1.493, H10 1.129, H11 1.092
3 C -0.8751 -0.0785 -0.5990  C2 1.493, C4 1.411, H12 1.187
4 C 0.4739 -0.2900 -0.9544  C3 1.411, N5 1.383, H13 1.154
5 N 1.0199 -1.5524 -0.8053  C4 1.383, C6 1.466, H14 1.038
6 C 2.4087 -1.7722 -1.2212  N5 1.466, H15 1.091, H16 1.041, H17 1.144
7 N -1.1029 0.5881 2.0715  C1 1.540, H18 1.030, H19 1.034, H20 1.122
8 H 0.2880 1.7012 1.0127  C1 1.081
9 H -1.3227 2.4924 1.4157  C1 1.064
10 H -2.4444 1.4024 -0.4736  C2 1.129
11 H -0.9270 2.0605 -1.0690  C2 1.092
12 H -1.5441 -1.0387 -0.7988  C3 1.187
13 H 1.0375 0.5979 -1.4288  C4 1.154
14 H 0.4030 -2.3745 -0.6590  N5 1.038
15 H 2.3130 -2.2468 -2.1992  C6 1.091
16 H 2.9565 -0.8926 -1.3163  C6 1.041
17 H 2.8312 -2.4715 -0.4211  C6 1.144
18 H -0.8745 -0.2507 1.5183  N7 1.030
19 H -2.1056 0.5235 2.3172  N7 1.034
20 H -0.4199 0.6133 2.9616  N7 1.122

natural (NBO) population analysis, charges in e, atoms 1 to 2: atom 1 (C): -0.276, atom 2 (C): -0.457